Record 1
Entry from OMol25: C34H29FeN3OPS4 as an isolated structure (ωB97M-V with the def2-TZVPD basis set).

The geometry in ORCA input format:
```
! wB97M-V def2-TZVPD RIJCOSX def2/J DEFGRID3
* xyz -1 1
Fe 0.07026 0.01435 -0.43112
N -0.67637 -0.33086 2.91520
C 0.65734 0.05003 2.69079
C 1.25998 0.90344 3.61219
C 2.60086 1.17828 3.46171
C 3.29951 0.57193 2.42846
C 2.60137 -0.24199 1.55929
N 1.29047 -0.50146 1.66914
C -1.77700 -0.30190 2.08036
C -3.01745 -0.43466 2.73468
C -4.18221 -0.32511 2.02522
C -4.09774 -0.06505 0.66174
C -2.84799 0.01780 0.09540
N -1.68256 -0.14377 0.75638
H -0.94280 -0.23295 3.87981
H 0.66580 1.37484 4.38380
H 3.09379 1.87474 4.12830
H 4.35102 0.75977 2.26411
H 3.09776 -0.69412 0.71221
H -3.02685 -0.61605 3.80209
H -5.13913 -0.42301 2.52257
H -4.97375 0.07221 0.04429
H -2.74702 0.23186 -0.95193
O 4.74065 4.88436 0.58544
C 3.89876 4.04600 0.35348
S 2.21288 4.16798 0.86564
C 1.63143 2.69599 0.09915
C 2.52432 1.99642 -0.61980
S 2.19179 0.48722 -1.42923
S 4.15916 2.64233 -0.68632
S -0.02960 2.22011 0.33648
C 1.53393 -1.90533 -3.66807
C 1.58023 -3.25172 -3.01009
C 2.33931 -4.25926 -3.60112
C 2.35019 -5.55302 -3.10732
C 1.57364 -5.86402 -2.00387
C 0.82632 -4.86898 -1.39208
C 0.83651 -3.55357 -1.85490
P -0.18356 -2.23650 -1.04430
C -0.96575 -3.17295 0.34043
C -2.35649 -3.29499 0.39516
C -2.99351 -3.84622 1.49397
C -2.24132 -4.29404 2.56971
C -0.86244 -4.18572 2.52412
C -0.20365 -3.63189 1.42702
C 1.30339 -3.60369 1.45881
C -1.48676 -2.07982 -2.30601
C -2.17154 -3.16186 -2.85957
C -3.18119 -2.95309 -3.78131
C -3.49357 -1.64612 -4.15483
C -2.78158 -0.57884 -3.63833
C -1.73763 -0.76574 -2.71749
C -0.90115 0.35215 -2.17675
H 2.40602 -1.75516 -4.30434
H 1.50073 -1.08803 -2.95150
H 0.63677 -1.82535 -4.28822
H 2.92758 -4.01309 -4.47796
H 2.95172 -6.31378 -3.58980
H 1.54416 -6.87508 -1.61647
H 0.20802 -5.13216 -0.54484
H -2.95423 -2.93080 -0.42901
H -4.07460 -3.91153 1.51085
H -2.72460 -4.72446 3.43868
H -0.26718 -4.53489 3.36155
H 1.65210 -3.23669 2.42385
H 1.72733 -2.96339 0.69021
H 1.70283 -4.61102 1.31422
H -1.91662 -4.17078 -2.55051
H -3.72398 -3.79092 -4.20125
H -4.29029 -1.46591 -4.86793
H -3.01229 0.43166 -3.95844
H -1.47049 1.29096 -2.20753
H -0.07705 0.50982 -2.88144
*
```

## Properties
Highest occupied orbital energy   -3.14 eV
LUMO level   0.08770 hartree

These are the Löwdin partial charges, in e, on atoms 1 to 4: number 1, Fe, carries -0.138; number 2, N, carries 0.137; number 3, C, carries -0.339; number 4, C, carries -0.023



Record 2
Entry from OMol25: C27H57BeF3N4O7S2 as an isolated structure (ωB97M-V with the def2-TZVPD basis set).

The geometry in ORCA input format:
```
! wB97M-V def2-TZVPD RIJCOSX def2/J DEFGRID3
* xyz 0 1
Be 0.13209 -0.09792 -0.05752
F -1.99120 0.34708 0.92027
N 1.91269 -1.18534 -1.01331
S 3.49275 -1.05235 -0.36994
O 4.22814 0.05802 -0.88477
O 4.17705 -2.21779 0.06503
F 2.97616 -0.44189 1.05222
S 2.33218 -1.90176 -2.34113
O 2.60468 -3.29545 -2.18943
O 3.09268 -1.11537 -3.31507
F 0.89522 -1.97134 -3.01801
C -1.65312 -4.26939 1.77198
C -0.46747 -3.91755 0.88800
C 0.56865 -5.05498 0.89535
C 0.07517 -6.16766 -0.02978
C -0.16599 -5.65196 -1.43618
C -1.23799 -4.56880 -1.44476
N -0.86798 -3.50302 -0.47123
O -1.67847 -2.38781 -0.51554
C -1.27847 -4.00461 -2.87862
C -2.67024 -5.15555 -1.30518
C 0.27496 -2.74303 1.51265
H -2.37965 -3.45587 1.70215
H -1.23284 -4.19682 2.77536
H -2.11054 -5.21759 1.50667
H 1.53556 -4.67604 0.56011
H 0.70092 -5.47193 1.89421
H -0.86727 -6.57816 0.34647
H 0.72038 -7.04812 -0.04986
H -0.31836 -6.49593 -2.11209
H 0.81394 -5.32946 -1.79981
H -1.70879 -2.99779 -2.87791
H -0.32882 -3.71943 -3.32944
H -1.88626 -4.56373 -3.58805
H -2.61206 -6.12229 -1.80857
H -3.01474 -5.30596 -0.28360
H -3.41956 -4.61356 -1.88172
H 1.14009 -2.37916 0.95728
H 0.70427 -2.98875 2.48533
H -0.47710 -1.95670 1.66178
H -2.48306 -2.67997 -0.05687
C 2.17796 2.32789 -1.88522
C 0.98032 2.44855 -2.84982
C 1.44496 1.90649 -4.21402
C 0.25507 1.70045 -5.13736
C -0.74534 0.72294 -4.50805
C -1.27803 1.23933 -3.14693
N -0.11833 1.63901 -2.34047
O -0.55959 2.14702 -1.07682
C -2.33554 2.37587 -3.32124
C -1.93318 -0.00241 -2.53764
C 0.57414 3.94056 -3.04926
H 2.14922 2.90231 -0.95889
H 3.03595 2.75047 -2.41230
H 2.37737 1.27553 -1.69430
H 2.17253 2.54332 -4.71731
H 1.93756 0.94169 -4.07025
H 0.65781 1.23261 -6.03860
H -0.25783 2.60908 -5.45530
H -0.32265 -0.27096 -4.36953
H -1.60706 0.67289 -5.17586
H -2.71626 2.76275 -2.37550
H -2.03762 3.18322 -3.98910
H -3.20929 2.00655 -3.86188
H -2.25166 0.09948 -1.49459
H -2.75820 -0.46125 -3.08400
H -1.25936 -0.85920 -2.42772
H 0.45505 4.31481 -2.03016
H -0.31781 4.14638 -3.63189
H 1.44944 4.41871 -3.48784
H -1.17576 2.84179 -1.34821
C 1.33923 0.63280 4.61151
C 0.44007 1.86067 4.47801
C 1.12221 2.80636 5.45325
C 0.55206 4.21527 5.27858
C 0.85454 4.65262 3.81308
C 0.23134 3.75632 2.74166
N 0.47634 2.32654 3.07844
O 0.13392 1.36300 2.16923
C -1.28825 4.11354 2.76590
C 0.81801 4.20102 1.39362
C -1.00235 1.57117 4.99724
H 1.22994 0.21326 5.61352
H 2.39358 0.78647 4.39453
H 0.94286 -0.17057 3.98399
H 1.16211 2.50299 6.50030
H 2.18427 3.00822 5.28448
H 1.15871 4.83746 5.93870
H -0.50852 4.25617 5.52038
H 1.93816 4.68724 3.68122
H 0.46948 5.66780 3.71061
H -1.57397 4.38716 3.78217
H -1.59220 4.95410 2.14053
H -1.96526 3.29492 2.50846
H 1.17306 5.22885 1.31201
H 1.71218 3.60142 1.21108
H 0.06195 4.07918 0.61803
H -1.53307 0.80695 4.42847
H -1.62881 2.44520 5.15889
H -0.77350 1.13367 5.97165
H -0.83951 1.32008 2.21407
*
```

## Properties
Highest occupied orbital energy   -8.32 eV
LUMO level   -0.08450 hartree
ΔE to the lowest compared entry with this formula, charge and spin   0.000 eV

These are the Löwdin partial charges, in e, on atoms 1 to 4: number 1, Be, carries 1.022; number 2, F, carries -0.484; number 3, N, carries -0.290; number 4, S, carries 0.556



Record 3
Entry from OMol25: one molecule with the formula C6H9NO2S2 (ωB97M-V with the def2-TZVPD basis set).

The geometry in ORCA input format:
```
! wB97M-V def2-TZVPD RIJCOSX def2/J DEFGRID3
* xyz 0 1
C 0.34423 -2.29800 0.10842
C 0.71010 0.82171 0.92747
C -0.99110 -1.54589 0.45034
C 1.19971 -1.61161 -0.92128
C -1.34411 -0.06473 0.46582
C -0.62977 1.75406 -0.83860
N -0.48800 0.91549 0.26612
O 2.32958 0.64172 -1.46198
O 2.96352 -0.48921 0.71755
S -2.25902 -0.90079 -0.66112
S 2.05218 -0.29330 -0.39440
H 0.92446 -2.38770 1.03688
H 0.03180 -3.30731 -0.04744
H 1.24602 1.79412 1.00932
H 0.82079 0.03346 1.65951
H -1.46202 -2.12613 1.25018
H 0.91213 -1.38436 -1.97398
H -1.56017 1.60794 -1.39328
H -0.78086 2.81934 -0.56592
H 0.18854 1.41695 -1.58515
*
```

## Properties
Highest occupied orbital energy (spin up / spin down)   -7.64 / -7.64 eV
LUMO level (spin up / spin down)   -0.05370 / -0.05390 hartree
ΔE to the lowest compared entry with this formula, charge and spin   5.255 eV

These are the natural (NBO) partial charges, in e, on atoms 1 to 4: number 1, C, carries -0.446; number 2, C, carries -0.468; number 3, C, carries -0.293; number 4, C, carries -0.827



Record 4
Entry from OMol25: a 2-piece molecular cluster, C19H14Cl4NO3 overall (ωB97M-V with the def2-TZVPD basis set).

The geometry in ORCA input format:
```
! wB97M-V def2-TZVPD RIJCOSX def2/J DEFGRID3
* xyz -1 1
C 2.30673 4.74862 -0.63142
C 2.60167 3.56923 -1.52663
O 1.41657 2.71648 -1.55708
C 1.37732 1.86233 -2.61043
C -0.03320 1.26131 -2.85707
C -0.22925 0.18896 -3.94149
C 0.76352 -0.61275 -4.51798
C 0.43014 -1.45463 -5.59238
Cl 1.64589 -2.40476 -6.33103
C -0.89061 -1.54944 -6.07473
C -1.87492 -0.78244 -5.44704
C -1.55331 -0.02205 -4.32554
O 2.31768 1.61919 -3.34136
H 3.22245 5.32104 -0.48722
H 1.57715 5.42944 -1.08749
H 1.94991 4.48576 0.36662
H 2.81646 3.92355 -2.54011
H 3.45556 2.97919 -1.16702
H -0.64453 2.13599 -3.12507
H 1.79222 -0.53067 -4.17759
H -1.12691 -2.23150 -6.89481
H -2.90197 -0.83117 -5.82426
H -2.34070 0.47489 -3.76858
Cl -0.76279 0.82066 -1.34865
C -0.18143 -2.39161 2.39486
Cl 0.53900 -2.51683 0.82848
C 0.44585 -1.37331 3.30685
O 1.31594 -0.59498 2.93044
C -0.18198 -1.32903 4.66029
C -1.49296 -1.86730 4.81517
C -1.98450 -1.88691 6.12852
C -1.14431 -1.61241 7.18923
C 0.11098 -1.02740 6.91098
N 0.47690 -0.74433 5.66060
C -2.19498 -2.36463 3.67048
Cl -3.90477 -2.39362 3.78079
C -1.48724 -2.82120 2.54836
H -3.03420 -2.08400 6.27493
H -1.39845 -1.88753 8.20839
H 0.79906 -0.83357 7.74472
H -1.99800 -3.38852 1.75529
*
```

## Properties
Highest occupied orbital energy   -2.90 eV
LUMO level   0.08813 hartree

These are the natural (NBO) partial charges, in e, on atoms 1 to 4: number 1, C, carries -0.628; number 2, C, carries -0.070; number 3, O, carries -0.499; number 4, C, carries 0.805



| no. | E_tot (Eh) |
| --- | --- |
| 1 | -4750.4794 |
| 2 | -2919.0975 |
| 3 | -1235.4156 |
| 4 | -2853.7113 |